# 1
Entry from the Open Molecules 2025 dataset: a 4-piece molecular cluster, C40H51ClF9NO13S4 overall (ωB97M-V/def2-TZVPD).

Each line ends with the Mulliken charge.
Atoms and positions in Å:
F 4.1758 -7.1795 -0.7231  -0.311
H -5.7854 9.0672 1.5383  0.273
H 2.7071 -1.6180 -0.5366  -0.264
O 9.7995 -3.0171 3.1063  -0.683
H -7.4270 1.1609 -7.5120  0.315
C 1.7650 -7.3636 -0.3302  0.667
C -0.5974 -0.4627 0.5562  0.991
O 1.3750 5.0536 0.3659  -0.575
F 2.9662 -5.2607 -0.6098  -0.104
Cl 0.7845 1.5032 4.9497  -0.175
H -7.9785 1.5511 -4.8593  0.329
C -6.7858 1.4746 -6.6851  -0.572
H -4.8519 1.5645 -7.6978  0.339
H 7.1149 -4.4433 2.0359  0.152
H 8.1587 -6.5470 1.3459  0.330
C -5.4557 7.0689 0.7869  -0.671
S 9.4649 -4.0350 2.1365  1.197
H -3.4417 3.0568 -2.1149  0.183
F 1.2680 -8.1386 0.7295  -0.215
H -1.3447 3.1221 3.7765  0.565
H 6.2103 0.0496 -0.3467  0.335
C -7.2707 0.8881 -5.3578  -0.711
O 2.2752 -1.4853 4.7766  -0.539
H -3.1174 9.1044 1.3350  0.381
H 0.7942 -2.4742 -1.8586  0.225
C 3.1043 -6.5352 -0.0123  0.544
H 1.3149 -1.2822 -3.1518  0.322
C -4.6995 2.0407 -0.5149  0.736
C 0.2992 0.7777 3.3372  0.070
C -6.2024 1.6720 -0.2504  -0.505
O -3.1917 6.5757 2.0638  -0.711
F 2.0813 -8.2891 -1.3799  -0.259
F 1.2372 -5.6834 2.2197  -0.240
C -0.6071 1.5674 2.3191  0.237
C -4.5920 9.1301 -0.2577  -0.577
C -5.4371 -0.2874 1.3677  -0.622
N 1.5755 -2.9469 2.8886  0.153
O 0.8666 -3.3117 0.5305  -0.438
C -5.7428 8.5560 0.5711  -0.626
C 3.5518 -6.4919 1.5230  0.417
H -2.1573 3.2175 2.1197  0.029
C 9.6178 -6.5660 2.9399  -0.747
H -7.7183 -0.0976 -5.4957  0.361
C -1.0705 0.9786 0.9451  0.610
H -3.7067 0.7072 -5.4532  0.420
O -0.2268 -0.6400 -1.8683  -0.372
H 7.4628 -6.9266 2.9279  0.338
H 5.3752 -1.4730 0.2738  -0.026
H -5.8273 6.7228 1.7519  0.436
C -3.3162 8.6025 0.3855  -0.827
H -7.0290 2.2558 -0.7768  0.287
H -6.7073 8.7037 0.0801  0.334
C -1.0395 -1.1822 -0.8023  -1.091
C 7.9439 -4.8258 2.6310  -0.433
H -4.4693 2.3246 -5.3857  0.341
H -1.7111 1.3992 -1.1642  0.561
H -5.3183 -0.0466 -7.1344  0.307
H 7.7815 -4.6052 3.6884  0.341
C -0.1290 4.2163 2.1506  -0.294
H -2.4454 8.6729 -0.2660  0.412
H 4.4479 -2.0057 -1.8685  0.194
C -6.6204 0.5109 0.7104  -0.662
S -5.8153 0.6966 -4.3341  1.051
C 8.2038 -6.3107 2.4141  -0.559
O 4.0605 -3.6395 3.7565  -0.676
H -7.7133 0.2397 0.9298  0.305
C 10.5189 -5.4593 2.3888  -0.671
O -5.5970 -0.7119 -4.1036  -0.710
C 0.7846 3.8162 0.8942  0.133
H 4.4890 0.2149 0.2942  0.144
C -4.6411 1.2589 -5.5542  -0.680
C -5.3390 1.0196 -6.8866  -0.625
H 0.2032 3.3471 0.0303  -0.038
C -2.0202 1.7272 -0.0996  -1.024
O 3.6933 -3.2170 1.3918  -0.536
O 3.3083 -0.2120 -2.0144  -0.473
H -4.6665 8.7732 -1.2901  0.286
C 2.2475 -0.7885 -1.1793  0.752
C 1.0216 -1.3667 -2.0347  -0.661
H 11.3137 -5.2010 3.0894  0.362
C -3.9327 0.0787 1.1059  -0.356
C -1.1393 3.0658 2.6446  -0.667
H -6.8207 2.5680 -6.6395  0.296
C 4.5810 -0.8631 -1.7293  -0.142
F 0.8085 -6.4819 -0.8973  -0.204
H -5.2867 3.2656 -2.2863  0.340
H -4.6102 10.2217 -0.2755  0.357
C 0.7873 -0.6358 2.9512  -0.020
F 2.7917 -6.1662 3.8104  -0.271
C -4.4130 3.2609 -1.5351  -0.827
H -5.8777 6.4594 -0.0143  0.289
C 2.6253 -5.6130 2.4917  0.543
H -4.3909 4.2744 -0.9926  -0.060
F 4.8652 -5.8999 1.5345  -0.192
S 3.0868 -3.8119 2.6270  1.075
H 9.9845 -7.5534 2.6503  0.342
C 1.6811 -1.7054 3.7068  -0.158
H -1.8655 2.8518 -0.0013  0.381
H 1.1563 5.1357 -0.5881  0.338
H 0.5524 4.5972 2.9946  0.345
O -5.8623 1.6572 -3.2532  -0.540
H 1.9328 0.0540 -0.4555  -0.032
C -3.5381 1.2599 0.1820  0.528
C 5.1997 -0.4816 -0.2909  -0.470
O 9.3978 -3.7577 0.7201  -0.662
O -3.3228 6.1000 -0.4187  -0.653
H -1.0583 -2.3210 -0.7420  0.386
F 3.7513 -7.7915 2.0958  -0.279
S -3.6757 6.8912 0.7388  1.269
H 9.6121 -6.5260 4.0340  0.326
H -0.7803 5.1026 1.8121  -0.032
C 0.9692 -2.6301 1.5775  -0.303
H -2.1210 -0.8299 -1.0155  0.297
H -5.7391 -1.1560 2.0554  0.299
H -3.1579 -0.5694 1.6321  0.211
H 10.9487 -5.7363 1.4246  0.366
H 5.3282 -0.5286 -2.5422  0.323
C 0.3085 -1.1888 1.5742  0.554
H 1.6741 3.1414 1.1700  0.142

Properties
HOMO energy ... -8.2 eV
Total energy ... -150719.9007 eV
Net charge ... 0
Gap between HOMO and LUMO ... 7.01 eV
SMILES ... CCOCCOCc1c(Cc2ccccc2C)c(CCCO)c(Cl)c2c1C(=O)N(S(=O)(=O)C(F)(F)C(F)(F)C(F)(F)C(F)(F)F)C2=O.O=S1(=O)CCCC1.O=S1(=O)CCCC1.O=S1(=O)CCCC1
2S+1 ... 1

---

# 2
Entry from the Open Molecules 2025 dataset: C50H44IN4NaO3PSSbSe3Te as an isolated structure (ωB97M-V/def2-TZVPD).

Each line ends with the Mulliken charge.
Atoms and positions in Å:
C -5.1577 0.1901 2.5653  -0.770
C -1.2953 -1.4023 -3.6495  -0.054
N 3.7845 -0.1776 -1.0851  -0.004
C -0.0872 -3.4504 -3.3610  -0.607
C 1.1076 2.8198 -3.5838  -0.582
C 0.5902 2.1037 6.0079  -0.593
Te 0.7091 -0.9850 3.0691  0.708
C -2.3523 4.4746 2.8584  -0.338
C -2.4075 -2.1208 -4.0750  -0.735
C 0.1805 0.9316 -1.7907  0.045
C 5.6823 -1.7345 -6.1728  -0.855
H 3.7804 -0.6365 3.4750  0.186
C 2.1642 -0.8675 -6.8250  -0.856
H -3.3417 2.7651 5.6067  0.307
C 5.3740 1.8540 1.6210  -1.424
C -3.9191 -2.2061 -0.8733  1.513
C 2.3472 -1.4657 -4.4572  0.873
Na 2.1831 -1.4581 0.1579  0.862
C 1.4755 1.4906 -3.7293  -0.450
H -4.6038 -0.1864 -0.6526  0.481
H -4.7832 4.7432 5.8423  0.380
C -1.6345 -2.5336 -0.2414  -0.684
C -2.8515 -0.9286 3.6184  -0.958
C -3.2879 3.5540 4.8644  0.144
C 0.9367 2.0687 7.3513  -0.458
H -4.2837 -4.0409 -2.6057  0.209
H -0.1619 0.2091 -1.0563  -0.031
H 5.8577 1.5121 2.5296  0.466
Se 1.3147 -4.1952 1.2033  -0.672
Se 2.0701 -0.9480 5.1326  -0.904
C -3.1790 5.5880 2.9825  -0.577
H 0.5737 -0.7798 -5.3983  0.293
H 1.8786 2.4941 7.6748  0.365
H -3.3187 -1.5949 -4.3376  0.392
C -2.3486 -3.5043 -4.1778  -0.873
N -1.4805 -1.2398 0.0326  0.685
S 0.4416 2.5001 2.1427  -0.473
C 1.6149 -1.0481 -5.5427  -0.463
C -0.1068 -2.0539 -3.3152  0.379
H 4.6816 2.6550 1.8971  0.213
N -5.1679 -3.7935 -2.1926  -0.339
C -3.9819 -1.7156 3.4282  -0.849
H 6.1140 2.2687 0.9376  0.379
H -1.6393 4.4048 2.0433  0.312
H -4.6979 6.5536 4.1545  0.346
C -1.4430 0.9116 6.5075  -0.240
H 4.3461 1.9910 -2.2369  0.248
H -2.3636 0.4411 6.1798  0.378
H -3.1329 6.3815 2.2458  0.381
H 0.8125 -3.9758 -3.0552  0.259
C 0.9980 0.5234 -2.8452  0.690
C 5.9141 -2.6611 -3.9886  -0.592
Sb -1.1321 1.7027 3.5520  1.259
C 4.5784 -2.5009 -3.7324  -0.147
C -2.8336 -3.0544 -0.7096  -0.590
H -2.3543 0.6152 0.1060  0.379
H -3.1991 -4.0603 -4.5593  0.655
C -0.6088 1.5413 5.5911  0.484
H 2.1678 1.2121 -4.5118  0.395
C 4.2969 -1.5505 -5.9375  0.676
C -0.1829 2.2663 -1.6414  -0.552
H -1.7266 0.3598 8.5609  0.358
H 6.0770 -1.4606 -7.1447  0.328
C -4.0307 0.9745 2.7637  -0.488
H -6.0116 -4.0516 -2.6748  0.260
H 7.5526 -2.3650 -5.3628  0.368
C -4.0571 5.6854 4.0534  -0.409
C -3.7680 -0.8658 -0.5551  -0.792
C 4.5945 0.7357 0.9729  0.712
C -5.2360 -2.6790 -1.4041  -0.366
P 1.4927 -1.2450 -2.8092  0.695
H -2.9056 -4.1147 -0.9150  0.592
H 0.0075 4.2564 -2.4211  0.338
O 4.4969 -0.1885 2.9858  -0.429
H -0.7716 -3.1726 -0.0717  -0.207
H 6.5350 -3.1532 -3.2525  0.396
C 0.1019 1.4494 8.2698  -0.367
O -6.2928 -2.1243 -1.1591  -0.667
C -5.1344 -1.1602 2.8918  -0.409
H 1.5354 -0.5195 -7.6357  0.401
C 3.7161 -1.8441 -4.6641  0.388
N 4.1322 -0.2515 1.6464  -0.093
H 1.2554 2.5491 5.2775  0.302
H -1.9497 -1.3797 4.0139  0.554
C 4.8345 2.0191 -1.2657  -1.507
C -2.5247 -0.4326 -0.1219  -0.424
H -3.9427 -2.7681 3.6787  0.409
H -1.3495 -0.3224 -3.5875  0.483
Se -0.1836 -3.3401 2.8125  -0.454
C -1.0843 0.8634 7.8485  -0.789
H -0.7810 2.5620 -0.7891  0.428
C 4.3756 0.8123 -0.4923  0.242
H -6.0057 -1.7780 2.7118  0.402
H 1.4980 3.5595 -4.2740  0.358
H -4.0675 2.0257 2.5006  0.389
I 3.9423 -3.5397 -2.0275  0.148
O 3.6757 -0.1321 -2.3917  -0.513
H 4.5719 2.9438 -0.7461  0.357
C -4.1063 4.6684 4.9992  -0.779
C -1.1882 -4.1711 -3.8001  -0.630
H 0.3878 1.4013 9.3137  0.352
C 6.4893 -2.2389 -5.2009  -0.849
H 3.9762 -0.8764 -7.9559  0.330
H -1.1394 -5.2528 -3.8466  0.377
C 0.2719 3.2129 -2.5447  -0.836
C -2.8623 0.4158 3.2809  0.824
H 5.9180 2.0300 -1.4313  0.304
H -6.0492 0.6318 2.1359  0.397
C 3.4975 -1.0680 -7.0019  -0.871
C -2.4056 3.4426 3.7910  -0.284

Properties
HOMO energy ... -1.6 eV
Total energy ... -307179.8328 eV
Net charge ... -2
Gap between HOMO and LUMO ... 5.16 eV
2S+1 ... 1

---

# 3
Entry from the Open Molecules 2025 dataset: a 2-piece molecular cluster, C5H11NO2 overall (ωB97M-V/def2-TZVPD).

Each line ends with the Mulliken charge.
Atoms and positions in Å:
H -3.8467 -0.6230 -3.9802  0.318
C 2.1824 0.3670 1.8587  -0.023
H 1.0693 -1.7370 0.3333  0.274
H 0.8195 -1.5469 -1.4630  0.274
H -0.6881 1.3331 1.3665  0.318
C -0.3597 0.2869 1.2904  -0.614
C -0.1554 -0.1338 -0.1383  0.736
O -3.8583 -0.3675 -4.9074  -0.638
O 3.0941 0.3916 2.6440  -0.492
C 0.6070 -1.1772 -0.4631  -1.105
H -1.2423 -0.2437 1.6647  0.264
N -0.7905 0.6796 -1.0616  -0.435
H 0.7380 -1.0197 2.6270  0.301
H -1.0155 0.2930 -1.9594  0.201
C 0.7774 0.0249 2.2879  -0.718
H -1.3402 1.4528 -0.7309  0.201
H 0.5613 0.5674 3.2153  0.418
H -3.4130 0.4897 -5.0036  0.320
H 2.3188 0.5963 0.7905  0.400

Properties
HOMO energy ... -8.4 eV
Total energy ... -10947.4207 eV
Net charge ... 0
Gap between HOMO and LUMO ... 8.77 eV
SMILES ... C=C(N)CCC=O.O
2S+1 ... 1

---

| no. | LUMO (eV) |
| --- | --- |
| 1 | -1.200 |
| 2 | 3.545 |
| 3 | 0.345 |